No. 1
A molecular structure, C12H18Cl5N3OPPdSbSe4, computed with ωB97M-V with the def2-TZVPD basis set.

The geometry in ORCA input format:
```
! RIJCOSX wB97M-V def2-TZVPD def2/J DEFGRID3
* xyz -2 1
Pd -2.18212 -0.21946 1.07681
Cl -0.44670 0.96476 3.74080
C -0.27529 -0.71905 3.37517
C -1.08645 -1.28088 2.38855
C -0.94629 -2.65514 2.19606
Cl -1.93521 -3.43485 0.99850
C -0.02818 -3.42969 2.89950
Cl 0.12670 -5.13088 2.59904
C 0.78720 -2.82854 3.85312
Cl 1.94847 -3.76915 4.73047
C 0.65666 -1.46543 4.09530
Cl 1.66388 -0.71547 5.28995
Se -6.65674 2.57820 1.47788
Sb -4.26486 2.13100 1.49201
Se -3.79582 0.04248 2.84439
Se -3.49083 1.11018 -0.66003
Se -2.78306 3.94192 2.18404
C 2.65677 -0.24530 -2.55048
N 1.73755 -0.73167 -1.55478
C 2.19670 -1.85886 -0.77330
P 0.34475 0.10568 -1.17578
O -0.47195 -0.82794 -0.34869
N 0.87574 1.54674 -0.56698
C 2.00919 1.52262 0.35328
C -0.12476 2.55965 -0.18458
N -0.40857 0.53040 -2.57480
C -0.31585 1.80346 -3.25463
C -1.39465 -0.37718 -3.14019
H 3.61739 0.04890 -2.10416
H 2.24156 0.62569 -3.05594
H 2.86174 -1.01338 -3.30653
H 3.13329 -1.62453 -0.24813
H 2.38000 -2.72697 -1.41741
H 1.43934 -2.12608 -0.04004
H 2.77771 0.83458 0.00340
H 1.71271 1.24070 1.36664
H 2.43734 2.52705 0.39828
H -0.99319 2.52607 -0.83830
H 0.33560 3.54960 -0.24196
H -0.49365 2.41139 0.82814
H 0.43672 2.43206 -2.78537
H -1.27820 2.32480 -3.21643
H -0.04426 1.65107 -4.30736
H -1.49606 -1.25741 -2.50957
H -1.09350 -0.68291 -4.15022
H -2.37083 0.11178 -3.18565
*
```

Orbital gap = 5.15 eV
Energy above the lowest of the compared OMol25 structures with the same formula, charge and spin = 1.55 kcal per mole
HOMO energy = -0.046 Eh
E_tot = -362564.3176 eV

***

No. 2
A molecular structure, C22H26MoN3OSi2, computed with ωB97M-V with the def2-TZVPD basis set.

The geometry in ORCA input format:
```
! RIJCOSX wB97M-V def2-TZVPD def2/J DEFGRID3
* xyz 1 3
Mo -0.11573 -0.13251 0.76495
O 0.69574 2.41856 3.89651
C 0.34864 1.83800 2.89480
N 0.62338 0.56087 2.51414
C 1.82433 -0.09388 3.00487
C 2.62381 -0.53562 1.79098
C 3.94473 -0.93781 1.88797
C 4.64437 -1.26846 0.74501
C 4.01677 -1.19366 -0.49110
C 2.69484 -0.81914 -0.52822
N 2.00234 -0.51043 0.58336
C -0.36804 2.59593 1.77491
C -0.82776 3.87650 1.95718
C -1.27736 4.58348 0.84877
C -1.23218 3.99160 -0.40343
C -0.78720 2.68671 -0.50976
N -0.38332 1.99474 0.56221
H 2.41964 0.59775 3.60342
H 1.60504 -0.95682 3.63846
H 4.41525 -0.96212 2.86221
H 5.68204 -1.57022 0.81110
H 4.53401 -1.42745 -1.41103
H 2.14651 -0.76604 -1.45628
H -0.78880 4.29866 2.95249
H -1.64129 5.59706 0.95947
H -1.54512 4.52034 -1.29306
H -0.76131 2.16509 -1.45475
C -2.80547 0.43414 1.41102
Si -2.45849 -0.36926 -0.25795
C -3.18806 0.61296 -1.63946
C -3.13353 -2.08855 -0.29348
C -4.49187 -2.43662 -0.27188
C -4.86886 -3.76798 -0.29184
C -3.89692 -4.76859 -0.33862
C -2.55430 -4.43121 -0.36345
C -2.16252 -3.08460 -0.33912
Si -0.41156 -2.46590 -0.31305
C 0.37181 -3.03402 1.30655
C 0.52268 -3.16552 -1.74582
H -3.76862 0.01770 1.72145
H -2.87581 1.51962 1.33860
H -2.12083 0.20005 2.24246
H -4.27401 0.47301 -1.62371
H -2.82248 0.25474 -2.60378
H -2.99198 1.68247 -1.55953
H -5.26199 -1.67093 -0.24474
H -5.91765 -4.03692 -0.27450
H -4.19619 -5.80925 -0.35766
H -1.81350 -5.22469 -0.40562
H 0.08015 -4.08695 1.38710
H -0.01356 -2.55235 2.21577
H 1.46020 -2.96924 1.31231
H 0.32951 -4.24278 -1.77958
H 1.60191 -3.02629 -1.66665
H 0.17874 -2.73677 -2.68919
*
```

Orbital gap (spin up / spin down) = 7.39 / 6.96 eV
Energy above the lowest of the compared OMol25 structures with the same formula, charge and spin = 12.74 kcal per mole
⟨S²⟩ = 2.033
HOMO energy (spin up / spin down) = -0.392 / -0.403 Eh
E_tot = -47359.9234 eV

***

No. 3
A molecular structure, C20H41N2O2P3RuS in a non-equilibrium geometry, computed with ωB97M-V with the def2-TZVPD basis set.

The geometry in ORCA input format:
```
! RIJCOSX wB97M-V def2-TZVPD def2/J DEFGRID3
* xyz 4 5
P 2.65524 -0.67537 -0.45865
C 3.44958 -0.86701 1.18371
H 4.53070 -0.96544 0.99829
H 3.06708 -1.76599 1.68785
H 3.26309 0.00702 1.82457
C 3.13762 -2.22742 -1.25969
H 3.02810 -2.14383 -2.35056
H 2.49643 -3.04008 -0.87124
H 4.19494 -2.41437 -1.00581
C 3.74573 0.60028 -1.18224
H 4.75864 0.17120 -1.24685
H 3.75417 1.49117 -0.53461
H 3.38826 0.87904 -2.18378
P -0.86799 2.76613 -0.95800
C -1.00297 3.90260 0.49037
H -1.41313 4.85346 0.12409
H -0.00010 4.07721 0.91664
H -1.67739 3.49933 1.26454
C 0.26575 3.69328 -2.00339
H 0.22250 3.30311 -3.03142
H 1.29024 3.59543 -1.60199
H -0.03994 4.75191 -1.99779
C -2.52783 2.86703 -1.67174
H -2.70402 3.90941 -1.96752
H -3.26918 2.55302 -0.92109
H -2.58283 2.21128 -2.55149
P -1.85542 -1.85127 -0.35933
C -2.75232 -2.22478 1.19896
H -3.41279 -3.08452 1.01115
H -3.36708 -1.36046 1.49167
H -2.07069 -2.47314 2.02423
C -3.28044 -1.71272 -1.47892
H -3.99175 -2.51805 -1.23840
H -2.96774 -1.80731 -2.52390
H -3.76089 -0.73040 -1.32975
C -0.97909 -3.39544 -0.73185
H -1.72879 -4.20284 -0.81173
H -0.26078 -3.62562 0.07314
H -0.43542 -3.29300 -1.68125
Ru -0.23591 0.32173 -0.62984
C 0.96680 1.27492 0.38073
O 1.64725 2.01311 1.06775
C -1.56637 0.59858 0.60998
O -2.40840 0.98997 1.35531
C -1.31425 -0.20756 -3.45915
C -0.67517 -1.44191 -3.33163
C 0.71041 -1.51630 -3.27459
C 1.46786 -0.35491 -3.38424
C 0.84200 0.88373 -3.51760
C -0.54575 0.94971 -3.57009
H -2.38873 -0.16294 -3.69479
H -1.24472 -2.37919 -3.49962
H 1.20438 -2.50275 -3.36139
H 2.55366 -0.42572 -3.59710
H 1.45244 1.75794 -3.79743
H -1.03629 1.87281 -3.94301
C 0.33393 1.30717 4.80963
N -0.01379 0.59987 3.56967
C 0.19120 -0.69839 3.34699
S 0.37217 -1.30919 1.70229
N 0.31358 -1.54210 4.38556
C -0.53691 -1.50145 5.58750
H 0.95507 0.68725 5.47423
H -0.56935 1.62158 5.35443
H 0.91886 2.18906 4.53998
H -0.03831 1.20114 2.73089
H 0.63347 -2.48364 4.13167
H -1.38184 -2.20098 5.47023
H 0.04796 -1.79514 6.46764
H -0.95474 -0.49924 5.73973
*
```

Orbital gap (spin up / spin down) = 6.14 / 4.23 eV
Energy above the lowest of the compared OMol25 structures with the same formula, charge and spin = 21.59 kcal per mole
⟨S²⟩ = 6.032
HOMO energy (spin up / spin down) = -0.703 / -0.756 Eh
E_tot = -69718.9450 eV

***

No. 4
A molecular structure, C29H28AsHfO3S, computed with ωB97M-V with the def2-TZVPD basis set.

The geometry in ORCA input format:
```
! RIJCOSX wB97M-V def2-TZVPD def2/J DEFGRID3
* xyz 1 1
Hf -0.87144 1.53975 -0.67186
S 1.12806 2.11489 -2.01987
C 2.50256 1.19119 -1.36250
C 3.76351 1.77714 -1.45450
C 4.88074 1.11074 -0.97908
C 4.76366 -0.14728 -0.40367
C 3.51679 -0.74441 -0.32103
C 2.39342 -0.08442 -0.80900
As 0.63623 -0.84693 -0.70760
C 0.31527 -1.71987 -2.39991
C 0.85605 -1.20664 -3.57353
C 0.54837 -1.80440 -4.78668
C -0.29307 -2.90692 -4.82953
C -0.82847 -3.42163 -3.65725
C -0.52699 -2.82851 -2.44053
C 0.56994 -2.17605 0.67969
C 1.10445 -3.44867 0.49995
C 1.03734 -4.37157 1.53190
C 0.43977 -4.02301 2.73631
C -0.09551 -2.75478 2.91246
C -0.03457 -1.82652 1.88347
H 3.86516 2.75978 -1.89556
H 5.85122 1.58243 -1.05865
H 5.63776 -0.66008 -0.02672
H 3.41422 -1.72518 0.12712
H 1.51059 -0.34609 -3.54656
H 0.97029 -1.40871 -5.70083
H -0.52652 -3.36997 -5.77889
H -1.47394 -4.28910 -3.68991
H -0.92791 -3.25087 -1.52557
H 1.55816 -3.72701 -0.44446
H 1.44842 -5.36268 1.39550
H 0.38894 -4.74559 3.53988
H -0.56316 -2.48747 3.85071
H -0.45362 -0.83453 2.01735
C 0.71762 4.69399 2.11743
C 0.37471 3.23278 2.33362
C 0.16068 2.87117 3.79335
O 1.34255 2.37404 1.70098
C -0.79377 2.77395 1.46516
O -1.17745 1.56862 1.55493
O -1.12496 3.41430 0.40858
H 1.60013 4.94832 2.70537
H -0.09951 5.33777 2.44384
H 0.91914 4.88577 1.06584
H 1.00650 3.21744 4.38796
H 0.06147 1.79295 3.90235
H -0.73753 3.35077 4.18403
H 2.20726 2.44920 2.11337
C -2.59101 1.37019 -2.05544
C -3.32353 0.83368 -0.87870
C -3.07834 -0.48150 -0.44409
C -3.57553 -0.93799 0.77205
C -4.31128 -0.08937 1.57923
C -4.55977 1.21782 1.16613
C -4.06168 1.68222 -0.03758
H -3.01212 2.28580 -2.46796
H -2.41644 0.63273 -2.84254
H -2.54839 -1.16198 -1.10643
H -3.39715 -1.96180 1.07475
H -4.70262 -0.44087 2.52411
H -5.14586 1.87678 1.79319
H -4.23879 2.70617 -0.34414
*
```

Orbital gap = 7.72 eV
HOMO energy = -0.413 Eh
E_tot = -109647.2594 eV

***

Which value of E_tot does entry 3 give? -69718.9450 eV

***

Among the records above, which one has the highest E_tot? C22H26MoN3OSi2